1.
C25H27N7O8STi | wB97M-V/def2-TZVPD

Last column: Mulliken spin population.
Atoms and positions in Å:
Ti (0.8315, 1.2341, -0.3795)  1.07
O (4.6157, 0.8095, -2.1723)  0.03
C (3.6087, 1.2258, -1.5908)  0.02
O (2.3898, 1.1420, -1.9953)  -0.01
C (3.7165, 1.9883, -0.2921)  0.26
C (4.8303, 2.5325, 0.2814)  -0.15
C (4.6721, 3.4614, 1.3425)  0.40
C (3.3863, 3.9490, 1.6082)  -0.20
C (2.3021, 3.3727, 0.9832)  0.26
N (2.4799, 2.2492, 0.2171)  0.20
C (0.9325, 3.9545, 0.8277)  0.04
O (0.5975, 4.9951, 1.3935)  0.06
O (0.2016, 3.2857, -0.0197)  0.01
H (5.8008, 2.2976, -0.1377)  -0.02
H (5.5394, 3.9038, 1.8181)  0.05
H (3.2218, 4.8180, 2.2345)  -0.02
C (-2.1245, -0.7231, -3.1565)  0.00
O (-2.0755, 0.6331, -3.6140)  0.00
C (-1.1029, 1.3492, -3.0208)  0.00
O (-0.3183, 0.8393, -2.2469)  -0.01
N (-1.0601, 2.6157, -3.4741)  0.00
N (-0.1849, 3.5599, -2.9071)  0.00
H (-3.0229, -1.1476, -3.5996)  0.00
H (-2.1714, -0.7597, -2.0694)  0.00
H (-1.2384, -1.2662, -3.4823)  0.00
H (-1.9091, 2.9894, -3.8581)  0.00
H (-0.3266, 3.6082, -1.8945)  0.00
H (0.7593, 3.2074, -3.0380)  0.00
N (-6.8168, -3.0486, 0.4088)  0.00
C (-5.8695, -2.0000, 0.3873)  0.00
C (-5.2990, -1.5398, 1.5710)  0.00
C (-4.3886, -0.4949, 1.5547)  0.00
C (-4.0368, 0.1031, 0.3550)  0.00
C (-4.6217, -0.3320, -0.8253)  0.00
C (-5.5323, -1.3766, -0.8116)  0.00
S (-2.8427, 1.4334, 0.3286)  0.01
O (-2.9268, 1.9509, -1.0183)  0.00
O (-3.2121, 2.2871, 1.4275)  0.00
N (-1.4065, 0.7616, 0.4983)  0.00
C (-0.8713, 0.6030, 1.7350)  0.01
N (-1.5315, 0.1637, 2.8192)  0.00
C (-0.7930, 0.0064, 3.9112)  0.01
C (0.5755, 0.2363, 3.9778)  0.00
C (1.1755, 0.6783, 2.8121)  0.01
N (0.4400, 0.8840, 1.7327)  -0.03
H (-6.6798, -3.6742, 1.1884)  0.00
H (-6.8282, -3.5750, -0.4520)  0.00
H (-5.5663, -2.0088, 2.5133)  0.00
H (-3.9240, -0.1499, 2.4679)  0.00
H (-4.3639, 0.1697, -1.7507)  0.00
H (-5.9876, -1.7101, -1.7390)  0.00
H (-1.3230, -0.3399, 4.7957)  0.00
H (1.1372, 0.0781, 4.8860)  0.00
H (2.2325, 0.8899, 2.7172)  0.01
C (2.5344, -3.9645, -1.4675)  0.00
C (2.8612, -3.1762, -0.1908)  0.01
C (2.6217, -4.0750, 1.0304)  0.00
C (4.3367, -2.7478, -0.2291)  0.00
C (2.0209, -1.9701, -0.1269)  0.01
C (1.3958, -0.9252, -0.2225)  -0.03
H (3.1606, -4.8623, -1.5383)  0.00
H (2.7090, -3.3396, -2.3444)  0.00
H (1.4845, -4.2658, -1.4687)  0.00
H (3.2616, -4.9645, 0.9872)  0.00
H (1.5782, -4.3952, 1.0705)  0.00
H (2.8424, -3.5299, 1.9500)  0.00
H (4.9899, -3.6226, -0.3369)  0.00
H (4.6000, -2.2252, 0.6932)  0.00
H (4.5127, -2.0561, -1.0545)  0.00

Values from the calculation:
HOMO-LUMO gap (alpha / beta) = 3.68 / 7.08 eV
charge = -2
spin multiplicity = 3
HOMO energy (alpha / beta) = 0.5 / -2.9 eV
expectation value of S² = 2.024
LUMO level (alpha / beta) = 4.143 / 4.143 eV

---

2.
C25H28BCuN6S3 | wB97M-V/def2-TZVPD

Last column: natural (NBO) charge in e.
Atoms and positions in Å:
Cu (-1.1785, -0.6022, 0.2933)  0.70
C (-5.2780, -0.4664, -0.1736)  -0.40
N (-4.8861, -1.2562, 0.9720)  -0.38
C (-5.5051, -1.2773, 2.2127)  -0.11
C (-4.7804, -2.1127, 2.9815)  -0.04
N (-3.7337, -2.6038, 2.2311)  -0.52
B (-2.6361, -3.5587, 2.7724)  0.22
N (-1.2095, -2.8943, 2.7700)  -0.52
C (-0.0821, -3.6938, 2.7728)  -0.06
C (1.0082, -2.9015, 2.7807)  -0.09
N (0.5483, -1.6023, 2.7958)  -0.36
C (1.3808, -0.4138, 2.6836)  -0.43
C (-0.8156, -1.5987, 2.7808)  0.28
S (-1.7528, -0.1600, 2.6995)  -0.44
C (-3.7939, -2.0710, 0.9913)  0.31
S (-2.7327, -2.2933, -0.3281)  -0.38
H (-6.2254, 0.0236, 0.0549)  0.18
H (-5.3877, -1.1059, -1.0475)  0.21
H (-4.5190, 0.2827, -0.3946)  0.24
H (-6.3707, -0.6765, 2.4332)  0.20
H (-4.8927, -2.3769, 4.0188)  0.22
H (-2.9507, -3.8448, 3.9191)  -0.08
H (-2.5683, -4.5446, 2.0669)  -0.06
H (-0.1636, -4.7673, 2.7240)  0.21
H (2.0596, -3.1316, 2.7237)  0.22
H (2.4017, -0.6878, 2.9467)  0.20
H (1.0032, 0.3509, 3.3587)  0.21
H (1.3518, -0.0377, 1.6605)  0.28
C (-4.6467, 5.0990, -1.9240)  -0.41
N (-4.2553, 3.7558, -1.4909)  -0.63
C (-3.0111, 3.5507, -0.9348)  0.23
N (-2.0211, 4.2828, -1.5362)  -0.83
S (-2.7312, 2.5161, 0.3026)  -0.14
H (-5.7308, 5.1303, -2.0095)  0.20
H (-4.2301, 5.3392, -2.9022)  0.19
H (-4.3226, 5.8679, -1.2190)  0.19
H (-4.9434, 3.2810, -0.9282)  0.40
H (-2.1020, 4.3605, -2.5404)  0.38
H (-1.1051, 3.9722, -1.2424)  0.42
C (0.5431, -0.1906, -0.4348)  -0.71
C (1.6869, -0.0767, -0.8740)  -0.07
C (3.0583, 0.0323, -1.2974)  -0.40
C (4.0146, -0.7979, -0.6089)  0.01
C (3.5655, -1.9036, 0.1732)  -0.21
C (4.4357, -2.7087, 0.8848)  -0.24
C (5.8128, -2.4716, 0.8937)  -0.33
C (6.2788, -1.3739, 0.1724)  -0.22
C (5.4194, -0.5599, -0.5502)  -0.29
C (3.3606, 0.9639, -2.3548)  0.11
C (4.5279, 0.9284, -3.1735)  -0.30
C (4.7439, 1.8388, -4.1964)  -0.22
C (3.8215, 2.8412, -4.4906)  -0.35
C (2.6479, 2.8764, -3.7321)  -0.22
C (2.4163, 1.9730, -2.7120)  -0.28
H (2.5005, -2.1042, 0.1906)  0.22
H (4.0389, -3.5501, 1.4476)  0.18
H (6.4913, -3.1058, 1.4536)  0.18
H (7.3396, -1.1370, 0.1888)  0.18
H (5.8238, 0.3122, -1.0411)  0.20
H (5.2462, 0.1357, -3.0269)  0.20
H (5.6470, 1.7544, -4.7957)  0.18
H (4.0011, 3.5559, -5.2862)  0.18
H (1.8971, 3.6308, -3.9535)  0.18
H (1.4898, 2.0032, -2.1516)  0.22

Values from the calculation:
HOMO-LUMO gap = 3.17 eV
charge = -2
spin multiplicity = 1
HOMO energy = 0.6 eV
LUMO level = 3.772 eV

---

3.
C25H28BN8OS2W | wB97M-V/def2-TZVPD

Last column: natural (NBO) charge in e.
Atoms and positions in Å:
W (-0.5726, -0.1326, -0.3844)  1.39
C (-1.7563, 0.9043, -3.1913)  -0.36
N (-0.7808, 1.4133, -2.0292)  -0.50
C (0.6845, 1.5521, -2.4543)  -0.24
C (1.4762, 0.1487, -2.6138)  -0.22
N (1.5166, -0.6658, -1.3565)  -0.58
C (0.3003, -1.7542, -0.8785)  -0.23
C (2.7372, -0.4307, -0.2632)  0.09
C (4.3768, -1.1212, -0.4733)  -0.55
C (5.2908, -0.8031, 0.5165)  -0.14
C (4.9305, 0.0139, 1.5730)  -0.39
C (3.6190, 0.6175, 1.7460)  -0.22
C (2.5403, 0.4732, 0.9307)  -0.23
S (0.9340, 1.3153, 1.1998)  -0.07
C (-1.4592, 2.5774, -1.4884)  0.06
C (-1.2340, 3.8049, -2.0512)  -0.17
C (-1.9322, 4.9433, -1.6222)  -0.31
C (-2.8745, 4.8195, -0.6110)  -0.20
C (-3.1448, 3.5952, -0.0159)  -0.30
C (-2.4713, 2.4199, -0.4205)  -0.20
S (-2.8200, 0.8919, 0.4541)  0.17
H (-1.7327, 1.6424, -4.0115)  0.16
H (-2.7663, 0.7499, -2.8352)  0.23
H (-1.4504, -0.0110, -3.6552)  0.25
H (1.2314, 2.1785, -1.7524)  0.24
H (0.7165, 2.0350, -3.4383)  0.19
H (2.5127, 0.3344, -2.9131)  0.21
H (1.0461, -0.4430, -3.4213)  0.22
H (0.4852, -2.7561, -1.2590)  0.26
H (-0.8664, -1.4137, -1.4129)  0.36
H (0.1235, -1.8455, 0.4243)  0.45
H (4.6422, -1.7582, -1.3268)  0.24
H (6.2909, -1.2174, 0.4594)  0.20
H (5.6722, 0.2334, 2.3314)  0.19
H (3.4869, 1.2478, 2.6194)  0.21
H (-0.4988, 3.9036, -2.8414)  0.20
H (-1.7250, 5.9074, -2.0677)  0.20
H (-3.4059, 5.6983, -0.2630)  0.20
H (-3.8697, 3.5297, 0.7859)  0.21
C (-1.7517, 1.4019, 3.6013)  -0.32
C (-1.7147, 1.7136, 2.2654)  -0.04
N (-1.3462, 0.5007, 1.5476)  -0.42
N (-1.1546, -0.4881, 2.5263)  -0.34
C (-1.4190, 0.0609, 3.7529)  -0.06
B (-0.7359, -2.0302, 2.2043)  0.56
N (0.7850, -2.1490, 1.6254)  -0.49
C (1.9998, -2.7521, 2.0831)  -0.02
C (3.0737, -2.6021, 1.2458)  -0.30
C (2.6261, -1.8378, 0.0387)  -0.22
N (1.1235, -1.5509, 0.3222)  -0.49
N (-1.8106, -2.5705, 1.0873)  -0.33
C (-2.6296, -3.6275, 1.2076)  -0.01
C (-3.3759, -3.7581, 0.0506)  -0.36
C (-2.9460, -2.7042, -0.7622)  -0.01
N (-2.0137, -2.0049, -0.1355)  -0.35
H (-2.0009, 2.0849, 4.3964)  0.22
H (-1.9030, 2.6648, 1.8110)  0.24
H (-1.3556, -0.5144, 4.6607)  0.21
H (-0.7734, -2.6887, 3.2025)  -0.03
H (1.9999, -3.2652, 3.0325)  0.21
H (4.0641, -2.9670, 1.4365)  0.23
H (3.2886, -1.3991, -1.1470)  0.47
H (-2.6500, -4.2396, 2.0945)  0.21
H (-4.1189, -4.5056, -0.1713)  0.22
H (-3.2720, -2.4426, -1.7536)  0.23
O (-1.2424, -0.9272, -2.2120)  -1.01

Values from the calculation:
HOMO-LUMO gap (alpha / beta) = 4.76 / 4.84 eV
charge = -1
spin multiplicity = 1
HOMO energy (alpha / beta) = -2.1 / -2.2 eV
LUMO level (alpha / beta) = 2.694 / 2.693 eV

---

Copy entry 2 word for word.
C25H28BCuN6S3 | wB97M-V/def2-TZVPD

Last column: natural (NBO) charge in e.
Atoms and positions in Å:
Cu (-1.1785, -0.6022, 0.2933)  0.70
C (-5.2780, -0.4664, -0.1736)  -0.40
N (-4.8861, -1.2562, 0.9720)  -0.38
C (-5.5051, -1.2773, 2.2127)  -0.11
C (-4.7804, -2.1127, 2.9815)  -0.04
N (-3.7337, -2.6038, 2.2311)  -0.52
B (-2.6361, -3.5587, 2.7724)  0.22
N (-1.2095, -2.8943, 2.7700)  -0.52
C (-0.0821, -3.6938, 2.7728)  -0.06
C (1.0082, -2.9015, 2.7807)  -0.09
N (0.5483, -1.6023, 2.7958)  -0.36
C (1.3808, -0.4138, 2.6836)  -0.43
C (-0.8156, -1.5987, 2.7808)  0.28
S (-1.7528, -0.1600, 2.6995)  -0.44
C (-3.7939, -2.0710, 0.9913)  0.31
S (-2.7327, -2.2933, -0.3281)  -0.38
H (-6.2254, 0.0236, 0.0549)  0.18
H (-5.3877, -1.1059, -1.0475)  0.21
H (-4.5190, 0.2827, -0.3946)  0.24
H (-6.3707, -0.6765, 2.4332)  0.20
H (-4.8927, -2.3769, 4.0188)  0.22
H (-2.9507, -3.8448, 3.9191)  -0.08
H (-2.5683, -4.5446, 2.0669)  -0.06
H (-0.1636, -4.7673, 2.7240)  0.21
H (2.0596, -3.1316, 2.7237)  0.22
H (2.4017, -0.6878, 2.9467)  0.20
H (1.0032, 0.3509, 3.3587)  0.21
H (1.3518, -0.0377, 1.6605)  0.28
C (-4.6467, 5.0990, -1.9240)  -0.41
N (-4.2553, 3.7558, -1.4909)  -0.63
C (-3.0111, 3.5507, -0.9348)  0.23
N (-2.0211, 4.2828, -1.5362)  -0.83
S (-2.7312, 2.5161, 0.3026)  -0.14
H (-5.7308, 5.1303, -2.0095)  0.20
H (-4.2301, 5.3392, -2.9022)  0.19
H (-4.3226, 5.8679, -1.2190)  0.19
H (-4.9434, 3.2810, -0.9282)  0.40
H (-2.1020, 4.3605, -2.5404)  0.38
H (-1.1051, 3.9722, -1.2424)  0.42
C (0.5431, -0.1906, -0.4348)  -0.71
C (1.6869, -0.0767, -0.8740)  -0.07
C (3.0583, 0.0323, -1.2974)  -0.40
C (4.0146, -0.7979, -0.6089)  0.01
C (3.5655, -1.9036, 0.1732)  -0.21
C (4.4357, -2.7087, 0.8848)  -0.24
C (5.8128, -2.4716, 0.8937)  -0.33
C (6.2788, -1.3739, 0.1724)  -0.22
C (5.4194, -0.5599, -0.5502)  -0.29
C (3.3606, 0.9639, -2.3548)  0.11
C (4.5279, 0.9284, -3.1735)  -0.30
C (4.7439, 1.8388, -4.1964)  -0.22
C (3.8215, 2.8412, -4.4906)  -0.35
C (2.6479, 2.8764, -3.7321)  -0.22
C (2.4163, 1.9730, -2.7120)  -0.28
H (2.5005, -2.1042, 0.1906)  0.22
H (4.0389, -3.5501, 1.4476)  0.18
H (6.4913, -3.1058, 1.4536)  0.18
H (7.3396, -1.1370, 0.1888)  0.18
H (5.8238, 0.3122, -1.0411)  0.20
H (5.2462, 0.1357, -3.0269)  0.20
H (5.6470, 1.7544, -4.7957)  0.18
H (4.0011, 3.5559, -5.2862)  0.18
H (1.8971, 3.6308, -3.9535)  0.18
H (1.4898, 2.0032, -2.1516)  0.22

Values from the calculation:
HOMO-LUMO gap = 3.17 eV
charge = -2
spin multiplicity = 1
HOMO energy = 0.6 eV
LUMO level = 3.772 eV